Molecular formula: C6H26O7
Method: DFT, ωB97M-V/def2-TZVPD

As for the energy: -20975.5620 eV. As for the lowest unoccupied orbital energy: 0.3601 eV. Its SMILES is CCO.CCO.CCO.O.O.O.O.

Each line ends with the Löwdin charge.
Element x y z (Å)
1 C 25.199 24.578 12.448  -0.079
2 C 24.008 25.426 12.812  -0.276
3 O 24.449 26.719 13.320  -0.118
4 H 25.782 24.282 13.316  0.082
5 H 25.789 25.170 11.746  0.062
6 H 24.902 23.715 11.846  0.073
7 H 23.298 25.017 13.533  0.108
8 H 23.462 25.700 11.907  0.122
9 H 24.542 26.663 14.278  0.065
10 C 22.174 28.692 17.866  -0.085
11 C 22.862 27.448 17.341  -0.284
12 O 23.678 27.731 16.188  -0.107
13 H 21.386 29.024 17.183  0.077
14 H 22.867 29.525 17.987  0.074
15 H 21.679 28.508 18.822  0.076
16 H 22.143 26.685 17.054  0.117
17 H 23.495 27.024 18.129  0.113
18 H 24.535 28.072 16.460  0.096
19 C 27.217 23.400 9.539  -0.093
20 C 28.468 22.762 10.110  -0.324
21 O 28.261 21.416 10.517  -0.080
22 H 26.363 23.088 10.137  0.053
23 H 26.961 23.110 8.513  0.072
24 H 27.314 24.487 9.510  0.076
25 H 28.695 23.304 11.035  0.108
26 H 29.357 22.887 9.487  0.110
27 H 28.377 20.834 9.761  0.080
28 O 25.758 27.859 10.730  -0.077
29 H 25.219 28.628 10.959  -0.007
30 H 25.893 27.429 11.581  -0.003
31 O 21.839 27.880 13.825  -0.054
32 H 22.367 27.219 13.364  0.001
33 H 22.322 27.983 14.653  -0.006
34 O 24.200 29.743 12.210  -0.042
35 H 24.221 30.686 12.389  0.050
36 H 23.851 29.319 13.001  0.024
37 O 22.617 23.094 15.782  -0.060
38 H 23.099 22.824 14.995  0.024
39 H 22.140 22.305 16.057  0.034